[1]
This record from OMol25 describes a molecular structure, C27H44N3OP3Pt at a distorted geometry. The level of theory is the ωB97M-V functional and the def2-TZVPD basis.

Positions of all 79 atoms, in Å:
Pt1 0.69745 0.68915 -2.23097
P1 2.00562 0.92821 -0.22965
P2 -1.06125 2.00513 -1.56087
P3 2.39065 -0.39329 -3.36310
H1 -2.42752 -2.11810 0.89054
C1 -1.96456 -2.79971 0.16587
C2 -0.76048 -3.35623 0.32048
H2 -0.09744 -3.19575 1.18275
C3 1.17311 0.86012 1.40703
C4 2.80669 2.55135 -0.26320
C5 3.38194 -0.24301 0.10776
C6 -2.56431 1.32471 -2.26459
C7 -1.52551 2.23475 0.20622
C8 -0.83707 3.70792 -2.15705
C9 2.60698 -2.05662 -2.70179
C10 3.99877 0.45169 -3.34365
C11 1.98832 -0.56275 -5.10248
H3 -2.56994 -3.03536 -0.72206
H4 -0.40421 -4.06047 -0.44366
H5 1.62426 0.04886 1.99852
H6 0.10467 0.64927 1.31066
H7 1.31963 1.80617 1.94645
H8 2.06231 3.35296 -0.25473
H9 3.39689 2.63956 -1.17923
H10 3.47034 2.67321 0.60006
H11 2.97172 -1.21850 0.40196
H12 3.97296 0.14942 0.95154
H13 4.04278 -0.36883 -0.75788
H14 -3.41397 1.78160 -1.75685
H15 -2.57342 0.24458 -2.10147
H16 -2.59032 1.54784 -3.33109
H17 -2.46302 2.82090 0.20887
H18 -0.74868 2.80823 0.73595
H19 -1.69803 1.27820 0.72547
H20 -1.76785 4.27766 -2.06509
H21 -0.51981 3.70784 -3.20178
H22 -0.04969 4.19606 -1.57063
H23 3.42790 -2.54118 -3.24866
H24 1.66298 -2.58966 -2.85691
H25 2.84291 -2.06133 -1.63160
H26 4.64636 -0.01055 -4.09491
H27 4.50690 0.40487 -2.37799
H28 3.84290 1.50413 -3.59964
H29 2.90534 -0.77171 -5.66319
H30 1.53673 0.36147 -5.46819
H31 1.26363 -1.37045 -5.23212
C12 -1.18873 -2.16666 -4.02812
C13 -2.20394 -1.30063 -4.57471
C14 -2.81497 -1.56757 -5.77664
C15 -2.45569 -2.68431 -6.52970
C16 -1.46117 -3.55528 -6.05791
C17 -0.84301 -3.32609 -4.84156
O1 -0.60111 -1.91629 -2.92645
H32 1.28161 2.10989 -2.76521
H33 -2.44309 -0.40454 -4.02201
H34 -3.57350 -0.89525 -6.16646
H35 -2.94947 -2.88005 -7.48215
H36 -1.13798 -4.42225 -6.64264
H37 -0.05850 -3.97831 -4.44704
N1 -0.25713 2.33281 11.25644
C18 -0.44226 1.90195 10.18164
C19 -0.67387 1.39011 8.85908
C20 -1.49200 2.10101 7.96488
C21 -1.70380 1.61640 6.67315
C22 -1.13501 0.39274 6.29102
C23 -0.29317 -0.30165 7.16980
C24 -0.06156 0.19841 8.45176
N2 -1.30576 -0.07353 4.97485
C25 -0.91621 -1.31334 4.47943
C26 -1.21690 -1.29781 3.14350
N3 -1.67771 -0.04129 2.77799
C27 -1.79000 0.65026 3.89960
H38 -1.93366 3.05340 8.27685
H39 -2.29325 2.19771 5.95800
H40 0.22729 -1.20215 6.84078
H41 0.62321 -0.32771 9.12258
H42 -0.46772 -2.07197 5.09684
H43 -1.16149 -2.11652 2.44599
H44 -2.19307 1.64619 4.01140

As for the LUMO energy (spin up / spin down): -12.184 / -16.118 eV. The calculation puts the max |F| at 3.348 eV Å⁻¹. The energy comes out at -66299.7975 eV. The multiplicity is 5. The charge is +4.

[2]
This record from OMol25 describes C4H3NO3 in the gas phase at a distorted geometry. The level of theory is the ωB97M-V functional and the def2-TZVPD basis.

Positions of all 11 atoms, in Å:
N1 -2.01576 -1.61201 -0.93122
C1 -1.18890 -0.93845 -0.52207
C2 -0.18360 -0.09255 0.03755
O1 -0.09161 -0.34785 1.43480
C3 1.16002 -0.72719 -0.32978
O2 2.06801 -0.68964 0.62705
C4 -0.60680 1.61795 -0.24455
O3 0.28624 2.39692 0.39596
H1 0.72310 -0.43483 1.83574
H2 1.51856 -1.14378 -1.34167
H3 -1.66927 1.97142 -0.96179

As for the LUMO energy: -1.316 eV. As for the SMILES: N#CC(O)(C=O)C=O. The calculation puts the max |F| at 9.519 eV Å⁻¹. The energy comes out at -11823.6612 eV. The calculation puts the energy above the lowest of the compared OMol25 structures with the same formula, charge and spin at 5.872 eV.

[3]
This record from OMol25 describes a molecular structure, C9H21AgClN3O3 at a distorted geometry. The level of theory is the ωB97M-V functional and the def2-TZVPD basis.

Positions of all 38 atoms, in Å:
Ag1 -0.47831 -1.44681 -1.14038
Cl1 -2.94884 -2.17772 -2.42391
C1 -2.91563 1.29591 1.64206
C2 -2.60820 -0.10025 1.27012
O1 -1.50610 -0.42711 0.77601
N1 -3.61666 -0.91494 1.57941
C3 -3.46426 -2.41224 1.37449
H1 -2.10656 2.02308 1.57324
H2 -3.48592 1.35628 2.56901
H3 -3.70368 1.59426 0.95065
H4 -4.46635 -0.49082 1.92326
H5 -3.94161 -2.77046 0.46239
H6 -3.74235 -2.99495 2.25267
H7 -2.41602 -2.69990 1.29361
C4 1.88212 1.72729 -3.56402
C5 2.10396 0.39284 -2.94921
O2 1.38128 0.02206 -2.02677
N2 2.91898 -0.43004 -3.57960
C6 3.29188 -1.72182 -2.90233
H8 1.61695 2.31547 -2.68548
H9 0.95843 1.70239 -4.14218
H10 2.70990 2.01893 -4.21041
H11 3.70428 -0.03672 -4.07830
H12 4.00794 -1.64102 -2.08451
H13 3.77953 -2.30517 -3.68336
H14 2.51858 -2.20693 -2.30671
C7 0.37145 -0.54308 3.23431
C8 1.03569 0.69080 2.64069
O3 1.77624 1.37746 3.37302
N3 0.73201 1.00053 1.39060
C9 1.31510 2.18885 0.64436
H15 1.02433 -1.41440 3.18269
H16 -0.60690 -0.79898 2.82756
H17 0.42465 -0.33796 4.30351
H18 -0.07210 0.58816 0.93952
H19 0.55028 2.90888 0.35332
H20 2.03934 1.92307 -0.12566
H21 1.93643 2.74494 1.34637

As for the LUMO energy: -0.183 eV. The calculation puts the max |F| at 3.532 eV Å⁻¹. The energy comes out at -36808.5425 eV. The calculation puts the energy above the lowest of the compared OMol25 structures with the same formula, charge and spin at 1.485 eV.

[4]
This record from OMol25 describes a molecular structure, C28H46BN8OS3Si4Ti. The level of theory is the ωB97M-V functional and the def2-TZVPD basis.

Positions of all 92 atoms, in Å:
Ti1 0.77976 0.77402 0.31485
C1 3.16952 -2.63225 -2.06557
N1 3.00149 -3.03330 -0.68128
C2 3.86861 -3.83411 0.03220
C3 3.35373 -3.93930 1.27685
N2 2.18754 -3.21016 1.33072
B1 1.30185 -3.06015 2.61393
N3 1.92583 -1.91372 3.48351
C4 2.92298 -2.14741 4.40451
C5 3.23247 -0.98071 5.00726
N4 2.41891 -0.02562 4.44456
C6 2.33190 1.35571 4.87662
C7 1.62314 -0.60818 3.51612
S1 0.35574 0.27744 2.72961
C8 1.98024 -2.65217 0.12810
S2 0.64951 -1.72423 -0.41325
H1 3.63388 -1.64852 -2.12392
H2 2.19693 -2.58112 -2.54803
H3 3.79757 -3.36617 -2.56598
H4 4.75131 -4.25658 -0.41318
H5 3.70904 -4.48685 2.13113
H6 1.43513 -4.08141 3.25070
H7 0.17520 -2.79779 2.31997
H8 3.32270 -3.13430 4.55086
H9 3.95800 -0.73554 5.76142
H10 3.25753 1.61219 5.38728
H11 1.48375 1.49101 5.54884
H12 2.20270 1.99603 4.00892
N5 2.35006 0.83853 -2.63944
C9 1.00750 0.73287 -2.68696
O1 0.33174 0.92665 -1.60387
C10 0.38791 0.45783 -3.91596
C11 1.21888 0.19068 -5.02945
N6 1.97475 -0.02366 -5.87765
C12 -1.01608 0.45184 -4.09026
N7 -2.15154 0.43723 -4.29294
H13 2.79635 0.81450 -1.72369
H14 2.88420 0.67683 -3.47595
S3 2.87576 3.19516 1.69777
C13 2.20803 2.28569 0.27918
N8 2.75921 0.98736 0.24158
C14 3.76774 0.79170 1.17726
C15 4.50884 -0.37053 1.33857
C16 5.48757 -0.42699 2.32545
C17 5.73037 0.66501 3.14650
C18 4.97902 1.83005 3.00206
C19 4.00386 1.88893 2.02281
H15 2.27092 2.87323 -0.63750
H16 4.31772 -1.22230 0.69848
H17 6.06223 -1.33651 2.45137
H18 6.50386 0.61504 3.90284
H19 5.15954 2.68301 3.64554
C20 -0.39477 3.78717 -2.42702
Si1 -1.08500 4.27356 -0.74652
C21 -2.80471 4.97846 -1.08536
C22 0.00179 5.68741 -0.11355
Si2 -1.08289 2.54264 0.83604
Si3 -1.44825 3.64651 2.88163
C23 -2.70762 5.04833 2.70392
C24 -2.14918 2.50352 4.21101
C25 0.07312 4.47166 3.63137
Si4 -3.10280 1.36641 0.55008
C26 -3.09100 -0.22212 1.56668
C27 -3.33679 0.88015 -1.24438
C28 -4.63957 2.33898 1.07383
H20 -0.48033 4.63526 -3.11372
H21 -0.93692 2.94311 -2.85833
H22 0.65913 3.50874 -2.36348
H23 -2.73186 5.82393 -1.77673
H24 -3.29923 5.32201 -0.17680
H25 -3.44190 4.22246 -1.55086
H26 0.07090 6.48282 -0.86188
H27 1.01592 5.33618 0.09652
H28 -0.39225 6.12376 0.80699
H29 -3.65442 4.70287 2.28592
H30 -2.33003 5.84932 2.06519
H31 -2.90891 5.47683 3.69124
H32 -3.10040 2.06579 3.90194
H33 -2.32337 3.07010 5.13149
H34 -1.46267 1.68429 4.43053
H35 0.53853 5.17069 2.93334
H36 0.82772 3.73736 3.90870
H37 -0.21848 5.02724 4.52877
H38 -2.29146 -0.89482 1.24452
H39 -4.04323 -0.74883 1.44807
H40 -2.93677 -0.02758 2.63025
H41 -2.52536 0.23758 -1.58870
H42 -3.35711 1.74217 -1.91468
H43 -4.27396 0.33155 -1.37899
H44 -4.63667 2.57169 2.14050
H45 -5.53204 1.74105 0.86370
H46 -4.72667 3.27833 0.52380

As for the LUMO energy: 2.214 eV. The calculation puts the max |F| at 0.132 eV Å⁻¹. The energy comes out at -131568.6343 eV. The calculation puts the energy above the lowest of the compared OMol25 structures with the same formula, charge and spin at 0.000 eV. The charge is -1.

- Number 3 is which compound?
  C9H21AgClN3O3

- Among the records above, which one has the highest energy?
  C4H3NO3

- Among the records above, which one has the highest max |F|?
  C4H3NO3

What did the third record say?
This record from OMol25 describes a molecular structure, C9H21AgClN3O3 at a distorted geometry. The level of theory is the ωB97M-V functional and the def2-TZVPD basis.

Positions of all 38 atoms, in Å:
Ag1 -0.47831 -1.44681 -1.14038
Cl1 -2.94884 -2.17772 -2.42391
C1 -2.91563 1.29591 1.64206
C2 -2.60820 -0.10025 1.27012
O1 -1.50610 -0.42711 0.77601
N1 -3.61666 -0.91494 1.57941
C3 -3.46426 -2.41224 1.37449
H1 -2.10656 2.02308 1.57324
H2 -3.48592 1.35628 2.56901
H3 -3.70368 1.59426 0.95065
H4 -4.46635 -0.49082 1.92326
H5 -3.94161 -2.77046 0.46239
H6 -3.74235 -2.99495 2.25267
H7 -2.41602 -2.69990 1.29361
C4 1.88212 1.72729 -3.56402
C5 2.10396 0.39284 -2.94921
O2 1.38128 0.02206 -2.02677
N2 2.91898 -0.43004 -3.57960
C6 3.29188 -1.72182 -2.90233
H8 1.61695 2.31547 -2.68548
H9 0.95843 1.70239 -4.14218
H10 2.70990 2.01893 -4.21041
H11 3.70428 -0.03672 -4.07830
H12 4.00794 -1.64102 -2.08451
H13 3.77953 -2.30517 -3.68336
H14 2.51858 -2.20693 -2.30671
C7 0.37145 -0.54308 3.23431
C8 1.03569 0.69080 2.64069
O3 1.77624 1.37746 3.37302
N3 0.73201 1.00053 1.39060
C9 1.31510 2.18885 0.64436
H15 1.02433 -1.41440 3.18269
H16 -0.60690 -0.79898 2.82756
H17 0.42465 -0.33796 4.30351
H18 -0.07210 0.58816 0.93952
H19 0.55028 2.90888 0.35332
H20 2.03934 1.92307 -0.12566
H21 1.93643 2.74494 1.34637

As for the LUMO energy: -0.183 eV. The calculation puts the max |F| at 3.532 eV Å⁻¹. The energy comes out at -36808.5425 eV. The calculation puts the energy above the lowest of the compared OMol25 structures with the same formula, charge and spin at 1.485 eV.